Entry P
DFT (wB97M-V/def2-TZVPD) results for the molecule C9H14N2O4.

Kohn-Sham gap ... 0.3507 Eh
SMILES ... C[C@]1(O)[C@@H](n2ccnc2)O[C@@H](CO)[C@@H]1O

Structure (XYZ):
```
29
C9H14N2O4 wB97M-V/def2-TZVPD
C 2.110 0.647 -1.203
C 1.219 0.033 -0.142
O 1.762 -1.030 0.617
C -0.367 -0.298 -0.761
N -0.703 -1.660 -0.915
C -1.177 -2.522 0.062
C -1.016 -3.748 -0.439
N -0.333 -3.712 -1.631
C -0.220 -2.464 -1.874
O -1.257 0.266 0.142
C -0.699 1.510 0.599
C -1.437 2.097 1.812
O -2.499 2.949 1.420
C 0.739 1.153 0.827
O 1.640 2.373 0.728
H 2.711 1.292 -0.565
H 1.507 1.305 -1.878
H 2.654 -0.054 -1.873
H 2.186 -1.583 -0.060
H -0.337 0.269 -1.734
H -1.913 -2.112 0.767
H -1.145 -4.776 -0.071
H 0.173 -1.961 -2.655
H -0.582 2.255 -0.274
H -0.761 2.749 2.327
H -1.742 1.257 2.459
H -3.146 2.406 0.938
H 0.771 0.605 1.813
H 1.862 2.753 1.561
```

***

Entry Q
DFT (wB97M-V/def2-TZVPD) results for a 2-piece molecular cluster, C9H14N2O4 overall.

Kohn-Sham gap ... 0.2521 Eh

Structure (XYZ):
```
29
C9H14N2O4 wB97M-V/def2-TZVPD
C 2.470 -0.961 1.769
C 1.848 -0.111 2.721
C 1.923 -0.641 0.553
C 0.967 0.657 2.012
C -0.056 1.881 -1.096
C -1.152 -1.842 -0.678
C -1.813 -0.285 -2.550
C -0.781 -0.577 -1.447
C -0.731 0.630 -0.567
N 1.042 0.379 0.690
N -1.699 0.812 0.337
O 0.193 2.830 -0.198
O 0.183 2.027 -2.263
O 2.165 -1.177 -0.682
O 0.117 1.685 2.422
H 3.231 -1.692 1.961
H 2.043 -0.072 3.776
H -1.073 -2.704 -1.334
H -2.177 -1.796 -0.309
H -0.473 -1.990 0.157
H -2.790 -0.090 -2.113
H -1.506 0.577 -3.134
H -1.890 -1.145 -3.209
H 0.203 -0.700 -1.902
H 0.221 2.476 0.714
H -1.663 1.624 0.936
H -2.132 -0.006 0.737
H 2.985 -1.678 -0.635
H 0.346 1.891 3.334
```

***

Stability ranking, top entry: entry Q; the second entry is 24.9 kcal/mol less favorable.

***

Entry P
DFT (wB97M-V/def2-TZVPD) results for the molecule C2H5NOP2.

Kohn-Sham gap ... 0.3307 Eh

Structure (XYZ):
```
11
C2H5NOP2 wB97M-V/def2-TZVPD
C 1.366 1.110 -0.385
C 0.492 0.345 0.713
N 0.115 -0.798 -0.059
O 2.449 0.130 -0.847
P 1.829 -0.910 0.305
P -0.973 -1.994 0.591
H 0.844 1.417 -1.174
H 1.715 1.962 0.033
H -0.003 0.825 1.588
H -2.082 -1.622 -0.258
H -0.395 -2.953 -0.274
```

***

Entry Q
DFT (wB97M-V/def2-TZVPD) results for C2H5NOP2 as an isolated structure.

Kohn-Sham gap ... 0.3375 Eh

Structure (XYZ):
```
11
C2H5NOP2 wB97M-V/def2-TZVPD
C -1.503 -0.853 -0.219
C -0.234 -0.461 0.427
N 0.605 0.221 -0.508
O -1.958 0.523 -0.575
P -0.572 1.299 0.126
P 2.386 0.357 -0.291
H -1.427 -1.309 -1.174
H -2.229 -1.230 0.421
H 0.217 -0.911 1.307
H 2.442 1.753 -0.581
H 2.274 0.611 1.067
```

***

Stability ranking, top entry: entry Q; the second entry is 18.6 kcal/mol less favorable.

***

Entry P
DFT (wB97M-V/def2-TZVPD) results for a 2-piece molecular cluster, C2H4O3 overall.

Kohn-Sham gap ... 0.3570 Eh
SMILES ... C=C=O.OO

Structure (XYZ):
```
9
C2H4O3 wB97M-V/def2-TZVPD
C -0.034 1.149 0.336
C -1.157 0.795 -0.166
O -2.143 0.378 -0.660
H 0.781 0.944 -0.192
H -0.170 2.041 0.985
O 0.879 -1.355 -0.643
O 0.302 -1.433 0.626
H 1.104 -2.240 -0.921
H 0.438 -0.278 0.635
```

***

Entry Q
DFT (wB97M-V/def2-TZVPD) results for a 2-piece molecular cluster, C2H4O3 overall.

Kohn-Sham gap ... 0.4104 Eh
SMILES ... O=CO.C=O

Structure (XYZ):
```
9
C2H4O3 wB97M-V/def2-TZVPD
O 0.344 1.571 -0.701
C 0.124 0.600 -1.363
O -0.528 -0.501 -1.058
H 0.486 0.507 -2.398
H -0.651 -0.787 -0.132
C 0.205 -0.339 1.675
O -0.202 -1.463 1.564
H 1.265 -0.051 1.787
H -0.465 0.535 1.764
```

***

Stability ranking, top entry: entry Q; the second entry is 102.1 kcal/mol less favorable.